{"formula": "C49H137N21O23", "method": "ωB97M-V/def2-TZVPD", "e_lumo_ev": -0.35, "homo_ev": -8.399, "relative_energy_kcal_mol": 42.38, "elements": ["C", "O", "C", "C", "N", "C", "C", "O", "C", "H", "H", "H", "H", "H", "H", "H", "H", "H", "H", "H", "H", "H", "H", "H", "C", "O", "C", "C", "N", "C", "C", "O", "C", "H", "H", "H", "H", "H", "H", "H", "H", "H", "H", "H", "H", "H", "H", "H", "C", "O", "C", "C", "N", "C", "C", "O", "C", "H", "H", "H", "H", "H", "H", "H", "H", "H", "H", "H", "H", "H", "H", "H", "C", "O", "C", "C", "N", "C", "C", "O", "C", "H", "H", "H", "H", "H", "H", "H", "H", "H", "H", "H", "H", "H", "H", "H", "C", "O", "C", "C", "N", "C", "C", "O", "C", "H", "H", "H", "H", "H", "H", "H", "H", "H", "H", "H", "H", "H", "H", "H", "C", "O", "C", "C", "N", "C", "C", "O", "C", "H", "H", "H", "H", "H", "H", "H", "H", "H", "H", "H", "H", "H", "H", "H", "C", "O", "C", "C", "N", "C", "C", "O", "C", "H", "H", "H", "H", "H", "H", "H", "H", "H", "H", "H", "H", "H", "H", "H", "C", "O", "N", "N", "H", "H", "H", "H", "C", "O", "N", "N", "H", "H", "H", "H", "C", "O", "N", "N", "H", "H", "H", "H", "C", "O", "N", "N", "H", "H", "H", "H", "C", "O", "N", "N", "H", "H", "H", "H", "C", "O", "N", "N", "H", "H", "H", "H", "C", "O", "N", "N", "H", "H", "H", "H", "O", "H", "H", "O", "H", "H"], "xyz": [[3.0954, 6.5413, -21.7450], [2.1763, 5.9931, -22.6407], [2.4652, 4.6546, -22.9620], [1.2299, 4.0953, -23.7102], [0.0716, 4.2964, -22.8233], [-1.1405, 4.1477, -23.6549], [-1.3329, 2.8370, -24.3762], [-0.4732, 2.7297, -25.4787], [-0.8236, 3.4916, -26.6470], [2.6799, 7.4922, -21.4112], [4.0650, 6.7471, -22.1986], [3.2148, 5.9124, -20.8628], [2.6464, 4.0629, -22.0647], [3.2928, 4.5307, -23.6604], [1.3722, 3.0322, -23.9044], [1.2489, 4.6410, -24.6536], [0.1660, 5.2721, -22.5799], [-1.1273, 4.9853, -24.3523], [-2.0366, 4.3048, -23.0545], [-2.3851, 2.7827, -24.6554], [-1.0834, 2.0323, -23.6847], [0.0255, 3.4071, -27.3253], [-0.9846, 4.5685, -26.5970], [-1.5195, 2.8737, -27.2145], [11.4140, -0.0240, -19.6804], [12.5119, 0.4379, -18.8648], [12.3943, 0.4310, -17.4469], [13.6929, 0.8702, -16.7204], [14.8943, 0.0806, -16.9870], [14.9536, -1.2299, -16.3219], [16.2949, -2.0501, -16.5042], [17.5154, -1.5378, -15.9682], [17.7415, -1.9287, -14.6119], [10.4957, 0.4744, -19.3697], [11.2248, -1.0614, -19.4044], [11.4436, 0.1873, -20.7493], [12.0359, -0.5554, -17.1527], [11.5401, 1.0909, -17.2952], [13.4720, 0.8384, -15.6534], [13.9399, 1.9248, -16.8425], [15.6870, 0.5706, -16.5975], [14.0633, -1.8234, -16.5298], [14.8039, -1.2518, -15.2425], [16.4056, -2.1709, -17.5818], [16.2010, -3.0483, -16.0765], [17.9887, -1.0201, -14.0628], [18.6571, -2.5163, -14.5447], [16.9687, -2.4821, -14.0785], [0.8399, 6.6519, -10.5784], [1.5253, 5.8444, -11.5097], [1.5410, 4.4635, -11.2075], [2.3679, 3.7552, -12.1925], [1.7636, 3.7946, -13.4788], [2.5782, 3.0586, -14.4986], [2.4986, 3.8639, -15.7624], [2.7284, 5.3271, -15.7204], [4.0641, 5.6129, -15.4107], [0.9921, 7.7222, -10.7181], [1.0790, 6.4342, -9.5375], [-0.2466, 6.5646, -10.5832], [0.4897, 4.1924, -11.3050], [1.8212, 4.1181, -10.2124], [2.5464, 2.7541, -11.8000], [3.3573, 4.2061, -12.2694], [1.7844, 4.7606, -13.7730], [2.1189, 2.0793, -14.6330], [3.6116, 3.0132, -14.1549], [1.4882, 3.7180, -16.1443], [3.0612, 3.4205, -16.5839], [4.5937, 5.2102, -16.2741], [4.4604, 5.0124, -14.5919], [4.3206, 6.6661, -15.2967], [18.6180, 3.3991, -30.3951], [17.7690, 2.8945, -29.3254], [18.5636, 2.3029, -28.2434], [17.6494, 2.0680, -26.9786], [16.3219, 1.7083, -27.4322], [15.2915, 1.8900, -26.4018], [13.8286, 1.9738, -27.0131], [13.8740, 2.8857, -28.0511], [12.6630, 2.8608, -28.8833], [19.1797, 4.2438, -29.9964], [18.0153, 3.7355, -31.2387], [19.3003, 2.6435, -30.7847], [19.2595, 3.0401, -27.8429], [19.0566, 1.3573, -28.4689], [17.7050, 2.8793, -26.2528], [18.0938, 1.2376, -26.4297], [16.3455, 0.6987, -27.4419], [15.5522, 2.8571, -25.9720], [15.2219, 1.1080, -25.6457], [13.0664, 2.3491, -26.3302], [13.7055, 0.9730, -27.4269], [12.5205, 1.8802, -29.3375], [12.6439, 3.6021, -29.6821], [11.7270, 3.1345, -28.3964], [10.2534, 7.8654, -26.7286], [8.9868, 7.4160, -27.2929], [8.1130, 6.8721, -26.2440], [6.5866, 6.8964, -26.5428], [6.0990, 8.2655, -26.2483], [4.6519, 8.2020, -26.1568], [4.1375, 9.5329, -25.6218], [4.2004, 10.6055, -26.5559], [3.4144, 11.7150, -26.2679], [10.1160, 8.7614, -26.1232], [10.8033, 8.2761, -27.5754], [10.8636, 7.1030, -26.2443], [8.2634, 7.3245, -25.2638], [8.4828, 5.8597, -26.0811], [6.1072, 6.1891, -25.8660], [6.3206, 6.5489, -27.5410], [6.1338, 8.6792, -27.1690], [4.2574, 7.4825, -25.4394], [4.2604, 7.9921, -27.1522], [4.5483, 9.7050, -24.6270], [3.1119, 9.2893, -25.3448], [2.3970, 11.3264, -26.2246], [3.4403, 12.4365, -27.0845], [3.6875, 12.1634, -25.3127], [13.2757, 12.7505, -23.6178], [14.4894, 13.4193, -24.0261], [15.2609, 12.5951, -24.8356], [16.7007, 13.1930, -24.7769], [17.0813, 13.5256, -23.4112], [17.4628, 12.3540, -22.6728], [17.3706, 12.5794, -21.1806], [16.1552, 13.2349, -20.8387], [15.0354, 12.3171, -20.5026], [13.4534, 11.7882, -23.1377], [12.5431, 12.6747, -24.4214], [12.7309, 13.3701, -22.9056], [14.7466, 12.4297, -25.7823], [15.3821, 11.6070, -24.3915], [16.7093, 14.0541, -25.4451], [17.3181, 12.3980, -25.1952], [16.3467, 13.9982, -22.9041], [18.4411, 12.0060, -23.0042], [16.8424, 11.4637, -22.7753], [18.2540, 13.1487, -20.8915], [17.5430, 11.6411, -20.6532], [14.0804, 12.7690, -20.7706], [15.0807, 12.1074, -19.4340], [15.1731, 11.4372, -21.1311], [15.0015, 6.5686, -18.8429], [13.6417, 6.7219, -18.9410], [13.1082, 7.4226, -17.8144], [11.6105, 7.7792, -17.8963], [10.9064, 6.5308, -18.2059], [9.7017, 6.8187, -18.9671], [9.9640, 7.1291, -20.5104], [10.5433, 6.0580, -21.2424], [9.8524, 4.8171, -21.2763], [15.2610, 6.0897, -17.8988], [15.5913, 7.4790, -18.9507], [15.3686, 5.8681, -19.5930], [13.6331, 8.3225, -17.4937], [13.2223, 6.7883, -16.9353], [11.5247, 8.4976, -18.7117], [11.2054, 8.2764, -17.0150], [11.4956, 6.0476, -18.8689], [9.1599, 7.6588, -18.5325], [9.0742, 5.9354, -18.8482], [10.6683, 7.9545, -20.6151], [9.0337, 7.5509, -20.8907], [8.7672, 4.8374, -21.3764], [9.9825, 4.4805, -20.2477], [10.3091, 4.1056, -21.9643], [9.0011, 9.7778, -12.8453], [8.8427, 10.9614, -12.7140], [8.2372, 9.0102, -13.5279], [9.9765, 9.1120, -12.3434], [8.4477, 8.0232, -13.5685], [7.5647, 9.5140, -14.0883], [10.5806, 9.6499, -11.7386], [10.2539, 8.2648, -12.8184], [5.7307, 11.2607, -17.0171], [5.4386, 11.4000, -15.8681], [6.8092, 11.7748, -17.4210], [4.9683, 10.7120, -17.9049], [7.5588, 12.0718, -16.8128], [7.0787, 11.6445, -18.3856], [5.2125, 10.8097, -18.8801], [3.9796, 10.5808, -17.7459], [7.3893, 12.1842, -22.7000], [7.2068, 11.5789, -21.6428], [7.3075, 11.6797, -23.8582], [7.7230, 13.4144, -22.7792], [7.1026, 10.6935, -23.9331], [7.2501, 12.3105, -24.6449], [7.9124, 13.8422, -21.8841], [7.9255, 13.8528, -23.6663], [8.6967, 3.9513, -13.6457], [9.1537, 4.8944, -13.0776], [8.8301, 3.7765, -14.8867], [7.9594, 2.9968, -13.1332], [8.3721, 2.9832, -15.3121], [9.1382, 4.5621, -15.4417], [7.7547, 2.2524, -13.7845], [7.5981, 3.2143, -12.2155], [21.0976, 8.9222, -17.3404], [20.2968, 8.3751, -16.6403], [21.1366, 8.8235, -18.6100], [22.1152, 9.5059, -16.8406], [21.7558, 9.4627, -19.0877], [20.6214, 8.0744, -19.0499], [22.3218, 9.3075, -15.8721], [22.7544, 9.9545, -17.4812], [13.6574, 4.3277, -11.3999], [14.8351, 4.1723, -11.3887], [12.7016, 3.6375, -10.9291], [13.0864, 5.3667, -11.9154], [12.8886, 2.7318, -10.5230], [11.7710, 3.9581, -11.1553], [12.0766, 5.3706, -11.9366], [13.7402, 6.1099, -12.1160], [16.4610, 1.9481, -21.3066], [17.4253, 2.4178, -21.8630], [16.6650, 1.0599, -20.4182], [15.1661, 2.1198, -21.4638], [17.6220, 0.9380, -20.1192], [15.9913, 0.7699, -19.7238], [14.4960, 1.8249, -20.7680], [14.9987, 2.9311, -22.0416], [20.1599, 4.9677, -20.4444], [20.4362, 4.5193, -19.6451], [19.3112, 4.5792, -20.6564], [13.8345, 6.0783, -22.4592], [13.8851, 6.0391, -21.5041], [13.0660, 6.6206, -22.6367]], "forces_ev_per_a": [[-0.166, 0.689, 0.423], [0.159, -0.172, -0.313], [-1.078, -1.019, -0.758], [1.378, 0.222, 1.724], [0.024, -0.769, -1.543], [-0.327, 1.048, 0.822], [0.365, 0.742, 0.356], [0.159, 0.436, -0.932], [1.105, -1.693, -0.604], [0.041, 0.042, -0.002], [0.208, -0.165, -0.128], [0.138, -0.169, 0.076], [0.105, 0.038, 0.236], [0.524, 0.341, 0.129], [0.065, 0.139, -0.115], [-0.695, 0.052, -0.334], [-0.394, 0.182, 0.385], [-0.291, -0.027, -0.594], [0.047, 0.021, 0.376], [-0.153, -0.264, -0.212], [-0.068, -0.210, -0.133], [0.537, 0.056, 0.292], [-0.642, -0.178, 0.668], [-1.010, 0.685, 0.163], [-0.529, 0.198, 2.419], [1.147, 0.269, -1.885], [-0.536, 0.021, -1.259], [-0.438, -0.259, 0.294], [0.431, -0.875, 0.164], [0.458, -0.781, 0.976], [-0.777, 0.128, -0.865], [-1.247, -0.028, 0.234], [1.142, 0.797, 0.108], [-0.269, 0.385, 0.256], [0.145, -0.381, -0.658], [1.084, -0.209, 0.198], [0.322, -0.350, 0.386], [0.125, 0.455, 1.006], [-0.429, -0.235, 0.386], [-0.162, -0.018, -0.719], [0.110, 0.442, -0.224], [0.273, -0.367, -1.120], [0.178, 1.115, 0.776], [0.466, 0.049, -0.055], [-0.627, -0.102, -0.075], [-0.331, 0.057, 0.235], [0.018, -0.309, -0.288], [-0.425, 0.142, -0.461], [-0.584, 0.164, 0.661], [0.759, 0.875, 0.662], [-1.694, 0.403, 0.358], [0.761, -0.280, 0.093], [0.178, -0.982, -1.530], [-0.541, 1.749, 1.299], [-0.846, 0.759, -1.727], [-1.130, -1.635, 1.025], [0.985, -1.167, -1.008], [0.603, -0.193, -0.468], [0.565, -0.198, 0.092], [-0.336, -0.531, -0.557], [-0.167, -0.784, -0.094], [0.405, 0.925, 0.526], [-0.270, -0.361, -0.356], [0.470, 0.274, 0.475], [-0.277, 0.291, -0.002], [0.436, -0.114, -0.236], [0.236, -0.494, 0.086], [-0.291, 0.662, 0.181], [0.780, 0.081, 0.102], [0.820, 0.319, -0.254], [-0.200, 0.292, 0.576], [-0.639, -0.046, 0.090], [-0.486, -0.266, 1.112], [1.663, -0.670, 0.010], [-1.656, 1.316, 0.905], [0.758, -0.437, -1.129], [-1.217, -1.210, 1.215], [-1.299, 1.776, -0.420], [2.221, -0.042, -0.141], [-1.763, 1.262, -2.358], [0.615, 0.028, 0.430], [0.249, 0.100, -0.174], [-0.331, -0.035, 0.322], [0.129, -0.184, 0.170], [0.678, 0.003, -0.609], [0.020, 0.118, -0.671], [-0.493, 0.436, -0.457], [0.312, -0.189, 0.162], [0.213, -0.338, -1.042], [-0.414, -0.032, 0.559], [0.407, -0.040, 0.327], [-0.024, -0.813, 0.641], [-0.900, -0.343, 0.160], [0.151, -0.176, 0.042], [1.104, 0.024, -0.015], [0.056, -0.271, 0.997], [-0.862, 0.678, -1.416], [-0.219, 0.210, 1.856], [0.435, -0.825, -0.781], [1.723, 0.499, 0.643], [-0.301, -1.444, -0.882], [-0.291, 1.548, 0.459], [-1.442, -0.487, -0.172], [1.587, -1.186, -0.106], [-0.920, -0.497, 0.273], [-0.262, -0.280, 0.647], [0.148, -0.427, -0.189], [-0.330, -0.187, 0.128], [0.034, 0.721, -0.167], [-0.293, -0.475, -0.169], [0.112, 0.023, 0.276], [0.227, 0.069, -0.285], [0.995, 0.915, 0.004], [0.406, -0.381, -0.018], [-0.647, -0.109, 0.027], [0.826, 0.592, -0.119], [-0.780, 0.467, -0.348], [-0.499, 0.455, 0.328], [0.396, -0.091, 0.070], [-0.014, 0.257, 0.067], [0.041, 1.157, 0.040], [-2.143, -0.455, 0.992], [1.105, -0.260, 0.672], [-1.509, -0.097, -0.725], [0.491, -0.348, -0.676], [-0.296, -0.801, 0.433], [0.976, 0.268, 0.056], [-0.902, -0.681, 0.566], [1.760, 0.812, -0.780], [0.222, -0.148, -0.230], [0.288, -0.436, -0.523], [0.469, 0.264, 0.267], [0.507, 0.275, -0.562], [-0.389, -0.365, 0.273], [0.376, 0.190, 0.183], [0.528, 0.303, 0.078], [-0.236, 0.042, -0.253], [0.334, 0.144, 0.314], [-0.686, -0.184, -0.871], [-0.435, 0.845, 0.365], [-0.499, -0.301, 0.090], [0.267, 0.299, 0.067], [-0.068, -0.225, -0.082], [-0.207, -0.322, 0.315], [1.635, -0.875, 0.274], [-1.961, 1.301, -0.057], [-0.526, 0.102, 1.720], [1.248, -0.965, -1.416], [-0.245, 0.838, -0.070], [0.063, -0.322, -1.162], [-0.234, -0.137, 1.589], [-0.310, 0.594, -1.008], [0.181, 0.138, 1.960], [0.147, 0.114, 0.370], [-0.193, 0.331, 0.069], [-0.288, 0.044, -0.314], [0.547, 0.270, -0.785], [0.058, -0.492, 0.119], [-0.203, 0.254, -0.254], [0.342, -0.271, 0.281], [0.385, -0.396, 0.078], [0.004, 0.074, -0.002], [-0.399, 0.087, -0.355], [0.228, -0.129, 0.169], [-0.353, -0.549, -0.568], [-0.118, 0.556, -0.652], [-0.036, -1.026, 0.029], [0.089, 0.451, -0.073], [-0.254, 2.474, 0.081], [-0.426, 2.346, 0.462], [-3.616, -2.119, -3.143], [4.481, -1.976, 2.727], [-0.722, 0.248, -0.374], [-0.260, -0.731, -0.143], [0.323, -0.525, -0.280], [0.446, 0.227, 0.663], [-1.870, 0.522, 3.139], [-1.610, -0.509, 3.721], [6.530, 2.158, -3.816], [-2.867, -2.238, -3.935], [-0.634, -0.124, 0.221], [0.218, 0.156, 0.050], [-0.082, -0.093, 0.088], [0.393, 0.065, 0.409], [-0.506, -1.953, 3.940], [0.018, -0.225, 0.448], [-0.890, -3.595, -5.269], [1.330, 5.558, 1.366], [-0.157, 0.267, -0.441], [-0.037, -0.854, -0.159], [0.012, 0.508, -0.500], [0.166, 0.184, 0.673], [-0.431, 0.586, 2.150], [1.140, 2.693, 2.320], [1.206, -0.537, -7.159], [-1.199, -1.663, 2.251], [0.274, 0.662, -0.535], [0.190, -0.445, -0.147], [-0.789, -0.165, 1.308], [-0.235, -1.003, -0.182], [-1.707, -2.139, 2.146], [-2.511, -1.524, 1.620], [-0.440, 0.038, -5.831], [4.462, 3.385, 2.348], [-0.328, -0.772, -0.635], [0.008, 0.560, -0.276], [0.086, 0.566, -0.295], [0.401, -0.174, 0.880], [1.464, 1.264, -0.673], [3.173, -1.167, 0.484], [-3.606, -5.600, 3.124], [-0.546, 4.785, -2.679], [-0.412, 0.146, -0.139], [0.089, -1.060, 0.658], [0.567, 1.312, -0.470], [-0.865, 0.319, -0.388], [0.892, 0.372, -0.488], [0.482, 1.908, -1.895], [1.992, -4.705, 5.339], [-2.510, 2.378, -2.217], [-0.153, -0.049, -0.191], [-0.118, -0.019, -0.207], [0.157, 0.200, -0.233], [-0.847, -0.080, 0.097], [0.173, 0.311, -0.006], [0.094, -0.108, 0.192], [-0.295, -0.206, -0.224], [0.292, -0.172, -0.251], [-0.099, 0.061, 0.344], [-0.294, 0.064, 0.018]], "mulliken_charge": [-0.78, -0.31, -0.60, -0.43, -0.51, -0.57, -0.61, -0.35, -0.82, 0.26, 0.26, 0.33, 0.45, 0.35, 0.38, 0.22, 0.27, 0.36, 0.43, 0.40, 0.34, 0.26, 0.32, 0.36, -0.86, -0.22, -0.54, -0.92, -0.16, -0.67, -0.78, -0.38, -0.78, 0.33, 0.33, 0.27, 0.34, 0.40, 0.39, 0.48, 0.25, 0.42, 0.41, 0.33, 0.48, 0.28, 0.27, 0.35, -0.84, -0.27, -0.75, -0.38, -0.43, -0.58, -0.64, -0.38, -0.59, 0.26, 0.32, 0.33, 0.31, 0.45, 0.43, 0.25, 0.34, 0.34, 0.30, 0.32, 0.44, 0.30, 0.15, 0.31, -0.75, -0.22, -0.57, -0.66, -0.23, -0.68, -0.63, -0.27, -0.79, 0.30, 0.23, 0.29, 0.29, 0.33, 0.43, 0.34, 0.25, 0.39, 0.36, 0.38, 0.33, 0.32, 0.27, 0.29, -0.70, -0.39, -0.59, -0.58, -0.26, -0.54, -0.66, -0.33, -0.72, 0.28, 0.28, 0.29, 0.29, 0.45, 0.32, 0.43, 0.20, 0.31, 0.38, 0.30, 0.42, 0.32, 0.26, 0.27, -0.78, -0.32, -0.44, -0.86, -0.39, -0.28, -0.78, -0.44, -0.53, 0.30, 0.32, 0.24, 0.51, 0.25, 0.36, 0.37, 0.38, 0.42, 0.17, 0.38, 0.41, 0.21, 0.28, 0.23, -0.83, -0.15, -0.89, -0.53, -0.23, -1.09, -0.37, -0.30, -0.82, 0.34, 0.34, 0.17, 0.48, 0.41, 0.26, 0.45, 0.26, 0.55, 0.34, 0.33, 0.36, 0.34, 0.30, 0.27, 0.71, -0.68, -0.33, -0.39, 0.15, 0.18, 0.22, 0.15, 0.65, -0.69, -0.34, -0.34, 0.24, 0.12, 0.14, 0.24, 0.74, -0.72, -0.30, -0.40, 0.09, 0.17, 0.24, 0.16, 0.79, -0.68, -0.31, -0.46, 0.13, 0.15, 0.15, 0.24, 0.71, -0.68, -0.38, -0.39, 0.16, 0.21, 0.22, 0.14, 0.66, -0.66, -0.33, -0.34, 0.20, 0.13, 0.15, 0.18, 0.63, -0.70, -0.35, -0.37, 0.22, 0.14, 0.21, 0.21, -0.64, 0.31, 0.33, -0.61, 0.32, 0.29]}